Record 1
Computed, not measured: C23H43BBaCl2F4N3O4Si as an isolated structure in a non-equilibrium geometry, with wB97M-V/def2-TZVPD.

Cartesian coordinates (Å):
C: 2.219 -4.724 -1.660
C: 2.733 -3.380 -2.080
H: 2.473 -5.494 -2.396
H: 1.128 -4.652 -1.541
H: 2.625 -5.007 -0.679
C: 3.196 -3.119 -3.313
C: 3.239 -4.078 -4.445
H: 3.523 -2.115 -3.583
H: 2.365 -4.733 -4.476
H: 4.112 -4.734 -4.405
H: 3.282 -3.519 -5.386
Ba: -1.296 -0.006 0.411
Cl: -3.511 -1.998 -0.848
C: 1.684 2.160 -0.076
O: 0.629 1.713 -0.557
N: 2.165 3.397 -0.271
C: 1.405 4.388 -1.022
C: 3.506 3.762 0.165
H: 2.300 1.546 0.617
H: 0.340 4.143 -0.941
H: 1.696 4.373 -2.085
H: 1.629 5.385 -0.612
H: 3.868 3.013 0.880
H: 3.503 4.759 0.627
H: 4.211 3.784 -0.679
H: -4.573 3.121 4.215
H: -2.552 1.656 5.549
C: -4.213 2.493 3.398
C: -3.489 1.109 5.363
N: -3.882 1.210 3.970
H: -3.339 2.934 2.898
C: -3.707 0.160 3.161
O: -3.388 0.246 1.954
H: -3.343 0.048 5.597
H: -3.881 -0.795 3.693
H: -5.010 2.355 2.658
H: -4.287 1.499 6.003
H: -0.121 -2.768 -3.058
H: 1.569 -1.312 -4.939
C: -0.836 -2.180 -3.656
C: 0.619 -0.790 -5.124
N: -0.249 -0.877 -3.948
H: -1.767 -2.058 -3.085
C: -0.657 0.241 -3.288
O: -1.450 0.245 -2.335
H: 0.825 0.263 -5.349
H: -0.189 1.167 -3.686
H: -1.018 -2.701 -4.609
H: 0.139 -1.271 -5.989
O: 1.163 -2.130 -1.116
C: 2.476 -2.257 -1.049
C: 2.605 -0.148 -2.379
C: 3.182 -0.920 -1.375
H: 1.654 -0.499 -2.790
C: 3.227 1.013 -2.837
H: 2.870 -2.665 -0.093
C: 4.373 -0.514 -0.787
H: 2.737 1.603 -3.614
C: 4.458 1.386 -2.292
C: 5.007 0.645 -1.242
H: 4.801 -1.120 0.015
H: 4.977 2.269 -2.663
H: 5.938 0.963 -0.772
Si: -2.901 -3.346 0.820
Cl: -0.802 -2.865 0.312
C: -4.843 -3.735 0.814
C: -2.555 -2.690 2.584
C: -2.549 -5.227 0.890
H: -5.499 -2.848 0.827
H: -5.135 -4.384 1.654
H: -5.066 -4.274 -0.117
H: -2.719 -5.699 -0.089
H: -3.201 -5.728 1.640
H: -1.502 -5.409 1.194
H: -2.026 -1.730 2.643
H: -1.920 -3.412 3.108
H: -3.490 -2.607 3.136
F: -0.080 0.823 2.812
B: -0.412 2.221 2.774
F: 0.720 2.966 2.479
F: -1.374 2.369 1.678
F: -1.034 2.614 3.960

lowest unoccupied orbital energy	0.085	Eh
HOMO level	-3.7	eV
gap between HOMO and LUMO	6.066	eV
net charge	-1
max |F|	2.33	eV Å⁻¹

***

Record 2
Computed, not measured: a 5-piece molecular cluster, C23H43Br2N2O8 overall in a non-equilibrium geometry, with wB97M-V/def2-TZVPD.

Cartesian coordinates (Å):
C: 3.964 -1.674 0.054
C: 3.137 -1.626 -0.984
C: 2.012 -1.708 -2.119
N: 0.840 -0.794 -1.948
C: -0.321 -1.509 -2.584
C: -1.051 -2.607 -1.650
Br: -3.006 -2.232 -1.327
N: -0.380 -2.886 -0.336
C: 0.093 -1.673 0.417
C: 0.555 -0.430 -0.530
Br: -1.063 0.795 -0.607
H: 4.585 -2.009 0.976
H: 1.740 -2.833 -2.243
H: 2.531 -1.401 -3.121
H: -1.118 -0.808 -3.037
H: 0.129 -2.089 -3.494
H: -1.046 -3.615 -2.238
H: 0.476 -3.456 -0.552
H: -0.943 -3.481 0.315
H: 0.934 -1.869 1.174
H: -0.823 -1.301 1.040
H: 1.372 0.240 -0.036
O: 5.629 5.074 -2.003
C: 4.797 4.197 -1.904
O: 4.838 3.125 -2.722
C: 4.047 1.942 -2.545
C: 2.696 2.087 -3.217
C: 3.651 4.330 -0.941
H: 3.963 1.676 -1.488
H: 4.600 1.128 -3.024
H: 2.113 2.897 -2.773
H: 2.123 1.161 -3.133
H: 2.821 2.330 -4.276
H: 2.825 4.850 -1.431
H: 3.986 4.920 -0.086
H: 3.308 3.379 -0.538
O: 0.531 5.181 3.854
C: -0.303 4.305 3.955
O: -0.264 3.233 3.138
C: -1.057 2.050 3.316
C: -2.407 2.196 2.645
C: -1.449 4.441 4.917
H: -1.140 1.785 4.373
H: -0.504 1.236 2.837
H: -2.990 3.005 3.088
H: -2.981 1.269 2.729
H: -2.284 2.438 1.587
H: -2.274 4.961 4.427
H: -1.112 5.032 5.772
H: -1.792 3.490 5.321
O: 0.836 -4.435 1.179
C: 1.674 -5.326 1.173
O: 1.427 -6.480 0.536
C: 2.415 -7.495 0.282
C: 2.519 -8.454 1.450
C: 2.946 -5.189 1.957
H: 3.378 -7.051 0.016
H: 2.073 -8.041 -0.601
H: 2.851 -7.945 2.358
H: 3.225 -9.257 1.226
H: 1.543 -8.893 1.671
H: 2.785 -5.552 2.974
H: 3.215 -4.131 1.995
H: 3.792 -5.702 1.505
O: -3.871 3.928 0.880
C: -4.723 3.561 0.096
O: -4.376 2.876 -1.012
C: -5.309 2.212 -1.879
C: -5.837 3.161 -2.936
C: -6.163 3.944 0.289
H: -6.109 1.733 -1.308
H: -4.754 1.405 -2.367
H: -6.393 3.988 -2.489
H: -6.497 2.635 -3.630
H: -5.011 3.601 -3.501
H: -6.349 4.906 -0.192
H: -6.353 4.039 1.360
H: -6.865 3.198 -0.080

lowest unoccupied orbital energy	-0.113	Eh
HOMO level	-11.5	eV
gap between HOMO and LUMO	8.410	eV
net charge	+1
max |F|	7.22	eV Å⁻¹

***

Record 3
Computed, not measured: C23H43Br3Cl3F8N3NaO6PSi2V as an isolated structure in a non-equilibrium geometry, with wB97M-V/def2-TZVPD.

Cartesian coordinates (Å):
C: -3.871 3.616 1.134
C: -4.880 2.442 1.404
C: -4.219 1.241 2.191
C: -3.202 0.463 1.263
C: -3.802 -0.814 0.575
C: -4.556 -0.580 -0.786
Si: -3.397 -0.113 -2.235
O: -3.325 1.567 -2.272
Cl: -4.265 -0.894 -3.987
O: -1.913 -0.875 -2.087
Si: -0.647 0.153 -2.620
C: 0.038 1.102 -1.119
C: 1.173 0.169 -0.456
C: 0.623 -0.801 0.657
O: -1.061 1.110 -3.992
C: -0.897 2.450 -3.812
N: -0.967 3.447 -3.255
H: -4.464 4.462 0.694
H: -3.381 4.045 2.082
H: -3.065 3.376 0.401
H: -5.295 2.103 0.423
H: -5.714 2.818 2.045
H: -4.969 0.574 2.677
H: -3.614 1.717 3.008
H: -2.352 0.126 1.918
H: -2.769 1.218 0.567
H: -2.992 -1.586 0.477
H: -4.526 -1.254 1.315
H: -5.313 0.240 -0.665
H: -5.119 -1.517 -1.047
H: -2.837 1.950 -1.523
H: 0.447 -0.729 -3.061
H: -0.748 1.230 -0.331
H: 0.552 2.054 -1.376
H: 1.657 -0.432 -1.274
H: 2.005 0.788 -0.026
H: 1.437 -1.473 1.048
H: 0.280 -0.194 1.527
H: -0.184 -1.493 0.303
C: -4.947 2.557 -5.054
C: -5.163 3.412 -6.251
N: -5.335 4.093 -7.165
H: -5.908 2.269 -4.629
H: -4.394 1.657 -5.326
H: -4.374 3.108 -4.306
Na: -4.183 1.857 -7.972
F: -1.036 2.330 -5.958
Cl: -2.922 3.549 4.006
C: 0.452 2.288 -9.668
Br: 0.098 2.646 -7.801
Br: 2.256 2.776 -10.170
Br: 0.050 0.449 -10.137
H: -0.216 2.913 -10.249
C: 4.829 -4.888 3.890
C: 3.452 -4.770 3.256
C: 3.323 -3.606 2.279
O: 3.223 -2.379 2.993
C: 4.449 -1.655 3.118
N: 2.449 -4.523 4.345
H: 5.030 -4.085 4.602
H: 4.922 -5.832 4.434
H: 5.607 -4.870 3.127
H: 3.185 -5.711 2.772
H: 2.381 -3.722 1.733
H: 4.122 -3.599 1.536
H: 5.143 -1.869 2.304
H: 4.919 -1.888 4.077
H: 4.215 -0.590 3.108
H: 2.592 -5.106 5.170
H: 1.490 -4.652 4.011
H: 2.524 -3.531 4.617
F: -0.704 3.313 6.390
C: 0.338 4.055 5.980
C: 1.418 4.227 6.828
C: 2.501 4.990 6.404
C: 2.485 5.578 5.147
C: 1.389 5.400 4.309
C: 0.312 4.631 4.721
H: 1.409 3.767 7.808
H: 3.356 5.126 7.057
H: 3.327 6.175 4.818
H: 1.376 5.870 3.314
H: -0.546 4.477 4.072
Cl: 1.918 5.873 1.390
O: 1.606 -5.127 -0.468
V: 1.661 -3.970 -1.741
O: 1.710 -2.810 -2.992
F: 4.240 -8.384 -2.230
P: 4.909 -7.416 -3.363
F: 4.385 -8.691 -4.235
F: 4.606 -6.522 -4.688
F: 6.373 -7.708 -4.017
F: 5.931 -6.928 -2.185
F: 3.898 -6.257 -2.795

lowest unoccupied orbital energy	-0.147	Eh
HOMO level	-5.4	eV
gap between HOMO and LUMO	1.383	eV
net charge	-1
max |F|	4.10	eV Å⁻¹